Entry 1:
Formula: C50H28AsF3N8S4SbTc
Source: the Open Molecules 2025 dataset
Level of theory: ωB97M-V/def2-TZVPD

Geometry as ORCA input:
```
! wB97M-V def2-TZVPD RIJCOSX def2/J DEFGRID3
* xyz 2 1
Tc -0.4616 -0.0378 1.7805
C -5.5193 2.5863 -1.5971
C -5.7812 1.2718 -1.9497
C -4.9343 0.2256 -1.5522
C -3.8312 0.5723 -0.8116
C -2.7672 -0.2319 -0.1975
N -2.7532 -1.5466 -0.2161
C -2.0048 -2.2845 0.5599
C -1.9141 -3.7382 0.4442
C -2.5261 -4.6184 -0.4219
C -2.2674 -5.9768 -0.2239
C -1.4374 -6.4157 0.8029
C -0.8295 -5.5165 1.6824
C -1.0844 -4.1777 1.4757
C -0.6656 -2.9923 2.2207
N 0.0904 -3.0439 3.2860
C 0.5129 -1.9694 3.9342
N 0.4771 -0.6933 3.4919
C 0.9191 0.1230 4.4945
N 0.9759 1.4339 4.4582
C 0.4026 2.1714 3.5388
N -0.5347 1.7777 2.6044
C -0.9033 2.8741 1.8544
N -1.7969 2.9197 0.9007
C -2.3343 1.8645 0.3355
N -1.8624 0.5853 0.4070
C -3.5639 1.8974 -0.4630
C -4.3925 2.9277 -0.8322
C -0.1495 4.0360 2.3201
C -0.1490 5.3476 1.8990
C 0.7068 6.2221 2.5739
C 1.5095 5.7879 3.6240
C 1.4977 4.4567 4.0477
C 0.6576 3.5989 3.3714
C 1.3398 -0.6878 5.6404
C 1.8827 -0.3517 6.8563
C 2.1739 -1.4115 7.7305
C 1.9203 -2.7266 7.3796
C 1.3624 -3.0583 6.1336
C 1.0876 -2.0158 5.2848
N -1.2182 -1.8785 1.6174
H -6.1998 3.3646 -1.9116
H -6.6590 1.0477 -2.5382
H -5.1370 -0.8013 -1.8214
H -3.1683 -4.2713 -1.2187
H -2.7280 -6.7053 -0.8764
H -1.2641 -7.4754 0.9240
H -0.1876 -5.8525 2.4833
H -4.1875 3.9518 -0.5546
H -0.7792 5.6828 1.0878
H 0.7467 7.2597 2.2747
H 2.1545 6.4977 4.1220
H 2.1171 4.1133 4.8635
H 2.0806 0.6746 7.1275
H 2.6044 -1.1949 8.6981
H 2.1569 -3.5154 8.0793
H 1.1630 -4.0837 5.8586
S 4.9598 1.1587 -0.8247
As 4.9506 2.4544 0.6965
S 3.0787 -0.3290 1.5952
S 1.3160 0.1047 0.5350
S 3.6046 1.5061 2.3072
F -0.8052 -1.1458 -8.9316
C -0.5927 -1.1086 -7.6100
C -1.4790 -0.4073 -6.8142
C -1.2513 -0.3792 -5.4487
C -0.1531 -1.0260 -4.8833
C 0.7113 -1.7271 -5.7193
C 0.5003 -1.7729 -7.0895
Sb 0.1024 -0.9550 -2.7687
C 2.1810 -1.3739 -2.7409
C 2.6613 -2.2857 -1.8018
C 4.0116 -2.5902 -1.7146
C 4.8778 -1.9664 -2.5905
F 6.1855 -2.2430 -2.5095
C 4.4446 -1.0694 -3.5499
C 3.0922 -0.7759 -3.6129
C 0.1270 1.1798 -2.5709
C 1.2776 1.9514 -2.4360
C 1.2096 3.3215 -2.2336
C -0.0356 3.9174 -2.1742
F -0.1144 5.2423 -1.9576
C -1.2043 3.1984 -2.3250
C -1.1058 1.8272 -2.5181
H -2.3197 0.0989 -7.2666
H -1.9487 0.1697 -4.8258
H 1.5633 -2.2555 -5.3110
H 1.1659 -2.3089 -7.7505
H 1.9701 -2.7832 -1.1281
H 4.3976 -3.2988 -0.9959
H 5.1591 -0.6170 -4.2219
H 2.7450 -0.0866 -4.3738
H 2.2516 1.4812 -2.4632
H 2.1003 3.9259 -2.1285
H -2.1569 3.7079 -2.2958
H -2.0249 1.2611 -2.6309
*
```

* DFT total energy: -185282.962 eV
* F_max: 1.2 eV/Å
* relative energy (zero: lowest compared OMol25 entry of this formula, charge and spin): 0.137 eV
* E_HOMO: -12.2 eV

Charges per atom according to Mulliken partitioning, unit e: Tc -0.01; C -0.82; C -0.79; C -0.14; C 0.57; C -0.48; N -0.39; C -0.18; C 0.60; C -0.23; C -0.73; C -0.72; C -0.15; C 0.39; C -0.13; N -0.52; C -0.13; N 0.45; C -0.36; N -0.43; C -0.09; N -0.32; C 0.10; N -0.27; C -0.56; N 0.28; C 0.75; C -0.18; C 0.53; C -0.19; C -0.70; C -0.78; C -0.05; C 0.32; C 0.39; C -0.09; C -0.72; C -0.71; C -0.13; C 0.11; N -0.22; H 0.47; H 0.47; H 0.60; H 0.60; H 0.45; H 0.44; H 0.59; H 0.60; H 0.60; H 0.45; H 0.46; H 0.61; H 0.58; H 0.44; H 0.44; H 0.59; S -0.12; As 0.32; S -0.06; S 0.45; S -0.20; F -0.31; C 0.33; C -0.76; C -0.32; C 0.30; C -0.40; C -0.72; Sb 1.27; C -0.09; C -0.70; C -0.57; C 0.30; F -0.35; C -0.90; C -0.19; C 0.23; C 0.01; C -0.90; C 0.39; F -0.42; C -1.15; C -0.74; H 0.47; H 0.17; H 0.46; H 0.46; H 0.53; H 0.49; H 0.44; H 0.61; H 0.22; H 0.53; H 0.70; H 0.61

Entry 2:
Formula: C50H29Cl4MoN5SbSe4
Source: the Open Molecules 2025 dataset
Level of theory: ωB97M-V/def2-TZVPD

Geometry as ORCA input:
```
! wB97M-V def2-TZVPD RIJCOSX def2/J DEFGRID3
* xyz -1 1
Mo -0.1699 0.3341 0.1417
Cl -0.2289 -3.9188 8.5034
C -0.1271 -3.1898 6.9265
C -0.6561 -1.9247 6.6441
C -0.4703 -1.3819 5.4064
C 0.0577 -2.1351 4.3325
C 0.5602 -3.4312 4.6185
C 0.4328 -3.9492 5.9025
C 0.1208 -1.5462 2.9426
C 1.1789 -0.6383 2.7731
C 2.2390 -0.3702 3.6474
C 3.0715 0.4629 3.0368
C 2.5503 0.6930 1.7364
C 3.1391 1.1917 0.6138
C 4.5759 1.3529 0.8265
C 4.9959 2.5943 1.2994
C 6.3393 2.8987 1.5192
C 7.2669 1.8687 1.2171
Cl 8.9325 2.2822 1.3008
C 6.8527 0.6192 0.7129
C 5.4999 0.3816 0.5334
C 2.6454 1.4361 -0.6318
N 1.3240 1.2969 -0.9833
C 1.1717 1.7792 -2.2439
C 0.0944 1.5639 -3.1067
C 0.2006 2.1615 -4.5027
C -0.3342 3.4312 -4.8187
C -0.2699 3.9109 -6.1196
C 0.4587 3.2209 -7.0554
Cl 0.4564 3.6763 -8.6673
C 1.0823 1.9836 -6.7630
C 0.9672 1.4668 -5.4640
C -0.9010 0.6553 -2.8390
C -1.7477 0.1831 -3.8602
C -2.4480 -0.7987 -3.3334
C -2.1131 -0.9320 -1.9162
N -1.1206 -0.0634 -1.6931
C -2.7298 -1.7873 -1.0117
C -2.2203 -1.9016 0.3276
C -2.9344 -2.5522 1.4257
C -2.1096 -2.5650 2.5166
C -0.9323 -1.8515 2.1055
N -1.0705 -1.4277 0.7986
C -3.9130 -2.6386 -1.4487
C -3.8213 -4.0091 -1.4282
C -4.7689 -4.8630 -2.0559
C -5.8787 -4.3142 -2.6480
Cl -7.1129 -5.3157 -3.3149
C -6.0314 -2.9142 -2.6157
C -5.0993 -2.0677 -2.0535
C 2.4753 2.1037 -2.7164
C 3.4146 1.8663 -1.7358
N 1.3465 0.0800 1.6625
H -1.1788 -1.3935 7.3968
H -0.8721 -0.3987 5.1397
H 0.8787 -4.0909 3.7696
H 0.7809 -4.9516 6.1414
H 2.2730 -0.8567 4.5873
H 4.0190 0.8128 3.3950
H 4.2700 3.3604 1.5398
H 6.6978 3.8514 1.8681
H 7.6248 -0.0968 0.3643
H 5.1156 -0.5599 0.1676
H -0.8672 3.9743 -4.1112
H -0.7664 4.7880 -6.4068
H 1.6493 1.5230 -7.5373
H 1.3950 0.4796 -5.3016
H -1.6457 0.6378 -4.8263
H -3.1839 -1.3809 -3.7997
H -3.9133 -2.9764 1.3662
H -2.1414 -3.0633 3.4331
H -2.8772 -4.4360 -1.1389
H -4.6267 -5.9317 -2.1102
H -6.9243 -2.4738 -3.0896
H -5.1812 -0.9939 -1.9955
H 2.5994 2.5436 -3.6453
H 4.4392 2.0467 -1.6590
Se -0.5175 -4.8119 -0.4605
Sb 1.7190 -3.7208 -0.0667
Se 2.1424 -2.2589 -2.0454
Se 3.1685 -3.4474 1.7798
Se 1.4153 -6.2559 -0.6103
N -1.1284 1.6861 0.7041
C -1.8162 2.7973 1.1529
C -2.8104 2.6522 2.1083
C -3.4525 3.7882 2.6473
C -3.1114 5.0736 2.1243
C -2.1371 5.2149 1.1094
C -1.5040 4.0446 0.6087
H -3.3170 1.7425 2.4488
H -4.1754 3.7727 3.4236
H -3.6134 5.9439 2.5665
H -1.9301 6.1772 0.6877
H -0.7375 4.1804 -0.1710
*
```

* DFT total energy: -379644.028 eV
* F_max: 3.3 eV/Å
* relative energy (zero: lowest compared OMol25 entry of this formula, charge and spin): 0.340 eV
* E_HOMO: -4.8 eV

Charges per atom according to Mulliken partitioning, unit e: Mo 0.43; Cl -0.23; C 0.41; C -0.92; C 0.22; C -0.95; C 0.18; C -0.81; C 1.12; C -0.05; C -1.24; C -1.24; C -0.46; C 1.43; C -0.66; C 0.27; C -1.05; C 0.45; Cl -0.24; C -0.91; C 0.48; C -0.03; N 0.56; C -0.31; C 1.09; C -0.70; C -0.33; C -0.93; C 0.59; Cl -0.24; C -1.04; C 0.07; C 0.17; C -1.47; C -1.64; C 0.71; N 0.71; C 1.05; C 0.20; C -1.52; C -1.05; C -0.02; N 0.62; C -0.59; C 0.54; C -1.04; C 0.35; Cl -0.23; C -0.65; C -0.51; C -1.33; C -1.76; N 0.42; H 0.45; H 0.44; H 0.26; H 0.38; H 0.69; H 0.56; H 0.47; H 0.42; H 0.35; H 0.61; H 0.62; H 0.47; H 0.41; H 0.52; H 0.62; H 0.67; H 0.67; H 0.72; H -0.37; H 0.43; H 0.34; H 0.51; H 0.80; H 0.72; Se 0.14; Sb 0.76; Se -0.50; Se -0.59; Se -0.49; N -0.10; C 0.26; C -0.22; C -0.65; C -0.41; C -0.75; C -0.05; H 0.38; H 0.42; H 0.32; H 0.40; H 0.42

Looking at molecular weight for the records above, in order, we have 1220.77, 1375.17 u.